A 2-piece molecular cluster, C5H13NO overall at a distorted geometry. Source: OMol25; level of theory: ωB97M-V with the def2-TZVPD basis set.

Each line ends with the natural charge from an NBO analysis.
Positions of all 20 atoms, in Å:
O -2.0863 -1.5703 2.4409  -0.936
N -0.0406 1.3413 0.6777  -0.604
C 1.1442 0.1871 -1.1305  -0.221
C 1.0751 -1.1228 -0.8693  -0.146
C 0.2459 -2.1201 -1.6495  -0.663
C -0.9609 2.1949 -0.0774  -0.418
C 1.2463 1.1757 0.0167  -0.264
H -1.2729 1.7649 -0.9961  0.195
H 0.0113 -3.0587 -1.1610  0.224
H 0.7777 -2.4194 -2.5649  0.218
H 0.2041 1.8702 1.5091  0.348
H 2.0189 0.8468 0.7155  0.204
H -1.4133 -1.5629 1.7424  0.472
H 1.6683 2.0908 -0.4350  0.161
H 1.5189 -1.5147 0.0461  0.183
H -1.8221 2.3937 0.5548  0.206
H -0.4525 3.1211 -0.3824  0.161
H 1.0874 0.5096 -2.1668  0.196
H -1.5612 -1.3251 3.2143  0.464
H -0.6349 -1.5865 -1.9878  0.221

Values from the calculation:
ΔE to the lowest compared entry with this formula, charge and spin: 223.6 kJ/mol
orbital gap: 9.822 eV
maximum force: 2.10 eV/A
LUMO: 0.92 eV
DFT total energy: -8931.6939 eV
charge: 0
structure (SMILES): C/C=C/CNC.O
spin multiplicity: 1